C43H61CuN4P2Si as an isolated structure, computed with ωB97M-V with the def2-TZVPD basis set.

Orbital gap (alpha / beta) = 6.655 / 6.656 eV

Atoms and positions in Å:
Cu (-0.74640, -0.06828, 0.84475)
C (1.21802, 2.60962, 2.58196)
Si (0.80455, 1.57943, 1.10000)
C (2.33729, 0.46100, 0.71068)
C (3.52525, 1.06531, 0.32769)
C (4.66421, 0.35002, 0.07285)
C (4.68775, -1.01415, 0.17305)
C (3.52088, -1.69351, 0.52457)
C (2.38418, -0.96627, 0.79969)
P (0.86676, -1.82683, 1.20604)
C (0.80180, -3.47429, 0.37360)
C (1.70118, -4.65843, 0.74414)
C (2.97614, -4.96324, -0.08808)
C (2.71098, -4.76347, -1.62185)
C (1.91726, -3.55265, -1.93595)
C (0.58425, -3.39101, -1.19871)
C (0.99070, -2.40953, 3.04163)
C (0.09675, -1.45227, 3.87938)
C (0.58043, -1.42870, 5.38343)
C (1.95837, -0.76928, 5.50269)
C (2.86421, -1.21726, 4.31570)
C (2.39907, -2.53308, 3.67813)
C (0.67287, 2.81298, -0.36110)
C (1.42619, 4.01805, -0.34591)
C (1.24742, 4.94335, -1.34739)
C (0.16939, 4.85499, -2.21522)
C (-0.64737, 3.73209, -2.19773)
C (-0.30167, 2.68239, -1.38541)
P (-0.94956, 0.98338, -1.51791)
C (-2.76005, 1.06491, -1.87073)
C (-3.43398, 2.10153, -0.93259)
C (-4.95191, 1.94114, -0.91709)
C (-5.37171, 0.88233, -1.97330)
C (-4.69112, 1.18467, -3.34456)
C (-3.16617, 1.23684, -3.34738)
C (-0.00291, 0.39806, -3.10768)
C (1.47269, 0.08447, -2.67919)
C (2.10939, -0.57394, -3.91881)
C (2.37228, 0.50109, -5.01942)
C (1.49151, 1.73407, -4.73559)
C (0.10593, 1.38883, -4.32232)
H (2.24350, 3.05573, 2.78833)
H (1.11905, 2.01721, 3.49145)
H (0.47827, 3.44280, 2.77412)
H (3.52317, 2.16129, 0.21762)
H (5.59339, 0.76836, -0.23215)
H (5.60370, -1.53665, -0.09742)
H (3.53193, -2.76100, 0.70600)
H (-0.16948, -3.76476, 0.86781)
H (1.01004, -5.57351, 0.69444)
H (1.96406, -4.52515, 1.76812)
H (3.31098, -6.01418, 0.05672)
H (3.78562, -4.26759, 0.14739)
H (2.19643, -5.69576, -1.94985)
H (3.66698, -4.76178, -2.25255)
H (1.76629, -3.51212, -3.04922)
H (2.52599, -2.68108, -1.67710)
H (-0.04666, -4.23700, -1.52201)
H (0.02859, -2.42433, -1.40667)
H (0.56950, -3.40767, 3.12614)
H (-0.98087, -1.67246, 3.86142)
H (0.30580, -0.51685, 3.31699)
H (0.64622, -2.49020, 5.73430)
H (-0.13800, -0.88509, 5.98341)
H (2.30993, -0.99306, 6.57759)
H (1.88837, 0.34600, 5.39120)
H (3.87370, -1.30940, 4.63087)
H (2.76648, -0.43083, 3.52070)
H (2.39831, -3.40020, 4.36986)
H (3.15561, -2.91292, 2.94963)
H (2.15794, 4.16431, 0.40189)
H (1.93433, 5.78162, -1.35586)
H (-0.05526, 5.67433, -2.88274)
H (-1.52485, 3.74193, -2.81809)
H (-3.17251, 0.10162, -1.59615)
H (-3.13488, 3.08889, -1.30634)
H (-3.03543, 1.98804, 0.02911)
H (-5.36477, 2.98961, -1.06999)
H (-5.24654, 1.65685, 0.09742)
H (-6.40917, 0.79191, -2.17572)
H (-5.00658, -0.10316, -1.71545)
H (-5.17510, 2.09173, -3.75901)
H (-5.03127, 0.40933, -3.97692)
H (-2.87823, 2.20127, -3.70095)
H (-2.81224, 0.42406, -4.04688)
H (-0.48510, -0.49952, -3.47709)
H (1.52105, -0.54673, -1.81726)
H (1.87288, 1.07257, -2.40087)
H (1.48696, -1.41432, -4.25824)
H (3.07621, -1.06327, -3.66457)
H (2.12719, 0.04202, -5.95958)
H (3.42327, 0.82989, -5.00615)
H (1.50810, 2.44311, -5.57254)
H (2.04448, 2.28153, -3.94556)
H (-0.35719, 0.87910, -5.15205)
H (-0.45679, 2.30906, -4.09013)
N (-4.82745, -0.35967, 2.15738)
C (-4.58977, -1.64174, 1.61558)
C (-3.32931, -1.63036, 1.12122)
N (-2.74299, -0.35669, 1.39396)
C (-3.66698, 0.34574, 2.02736)
C (-3.52336, 1.61288, 2.74848)
N (-4.53086, 2.28476, 3.33774)
C (-3.90630, 3.42769, 3.81741)
C (-2.54144, 3.41367, 3.51040)
N (-2.32433, 2.22027, 2.84867)
H (-5.69643, -0.07732, 2.56474)
H (-5.40049, -2.41950, 1.49819)
H (-2.64767, -2.35772, 0.65096)
H (-4.57721, 4.20661, 4.26529)
H (-1.82043, 4.19583, 3.66618)
H (-1.44322, 1.92759, 2.33293)

C43H61GaN2OP2Si as an isolated structure, computed with ωB97M-V with the def2-TZVPD basis set.

Orbital gap = 8.241 eV
Charge = +2

Atoms and positions in Å:
Ga (-0.01260, 0.18937, 1.16780)
C (0.15223, 2.74469, 3.81252)
Si (-0.05554, 2.38485, 1.99884)
C (1.34792, 3.08423, 0.95061)
C (1.55567, 4.46500, 1.03009)
C (2.67820, 5.06980, 0.48951)
C (3.64081, 4.28950, -0.13165)
C (3.45018, 2.92332, -0.24661)
C (2.30825, 2.30692, 0.27357)
P (2.06712, 0.52145, -0.04247)
C (2.21672, 0.25988, -1.85860)
C (1.43584, -1.00766, -2.27328)
C (1.79500, -1.46765, -3.69651)
C (2.16804, -0.26856, -4.55876)
C (3.45237, 0.38396, -4.02175)
C (3.60863, 0.19987, -2.50128)
C (3.35392, -0.32351, 0.98545)
C (3.22652, -1.87125, 0.96410)
C (4.40167, -2.53483, 0.25189)
C (5.71504, -2.24625, 0.98433)
C (5.74397, -0.81672, 1.55200)
C (4.81454, 0.12021, 0.78136)
C (-1.72712, 2.96330, 1.35631)
C (-2.07999, 4.29210, 1.61446)
C (-3.33529, 4.78636, 1.29968)
C (-4.27729, 3.95068, 0.71920)
C (-3.95034, 2.63604, 0.43557)
C (-2.68569, 2.13066, 0.75045)
P (-2.22268, 0.47968, 0.14979)
C (-2.23346, 0.58778, -1.67395)
C (-1.26100, 1.69361, -2.11803)
C (-1.42260, 2.00768, -3.61847)
C (-1.98790, 0.81126, -4.37594)
C (-3.40320, 0.47801, -3.87278)
C (-3.57645, 0.80504, -2.37686)
C (-3.40851, -0.79516, 0.74558)
C (-4.86999, -0.39886, 0.98781)
C (-5.61053, -1.56018, 1.65715)
C (-5.50606, -2.86441, 0.87079)
C (-4.05865, -3.21277, 0.53233)
C (-3.36339, -2.04035, -0.15318)
H (0.14984, 3.82032, 4.00640)
H (1.10024, 2.34878, 4.17975)
H (-0.66549, 2.30627, 4.38633)
H (0.82930, 5.09374, 1.53282)
H (2.80859, 6.14115, 0.56496)
H (4.54018, 4.74155, -0.52797)
H (4.20856, 2.34175, -0.74860)
H (1.71797, 1.15284, -2.25035)
H (0.36186, -0.80503, -2.21029)
H (1.65937, -1.81637, -1.56966)
H (0.95582, -2.01882, -4.12276)
H (2.63700, -2.16305, -3.66324)
H (1.34190, 0.44997, -4.54993)
H (2.30165, -0.56460, -5.59828)
H (3.45417, 1.45034, -4.25565)
H (4.32570, -0.04563, -4.51428)
H (4.28714, 0.96066, -2.12446)
H (4.05828, -0.76905, -2.27581)
H (3.06135, 0.04080, 1.98009)
H (2.29838, -2.18262, 0.48681)
H (3.18754, -2.23910, 1.99364)
H (4.45010, -2.17725, -0.77998)
H (4.23399, -3.61122, 0.19319)
H (6.55467, -2.40290, 0.30660)
H (5.83910, -2.96373, 1.79704)
H (6.75753, -0.41824, 1.52169)
H (5.44948, -0.81466, 2.60559)
H (5.08938, 0.11768, -0.27437)
H (4.93789, 1.13781, 1.14988)
H (-1.36888, 4.96415, 2.08162)
H (-3.57851, 5.82007, 1.50709)
H (-5.26394, 4.32352, 0.47846)
H (-4.68413, 2.01401, -0.05735)
H (-1.84553, -0.38783, -1.99507)
H (-0.23858, 1.39017, -1.89508)
H (-1.44740, 2.60095, -1.53734)
H (-0.46453, 2.32373, -4.03466)
H (-2.10138, 2.85493, -3.74002)
H (-1.32461, -0.05136, -4.24557)
H (-2.00991, 1.01279, -5.44651)
H (-3.61464, -0.58019, -4.04004)
H (-4.14329, 1.03722, -4.44621)
H (-4.37181, 0.19178, -1.95138)
H (-3.87245, 1.84861, -2.24562)
H (-3.00415, -1.06707, 1.73279)
H (-5.35423, -0.15461, 0.03750)
H (-4.93315, 0.47890, 1.63081)
H (-6.65812, -1.28198, 1.77816)
H (-5.20849, -1.70264, 2.66608)
H (-6.08222, -2.78189, -0.05606)
H (-5.95660, -3.67438, 1.44527)
H (-4.02368, -4.09066, -0.11492)
H (-3.51388, -3.47010, 1.44910)
H (-3.88569, -1.81236, -1.08815)
H (-2.34362, -2.31057, -0.42728)
N (0.11137, -3.01444, 5.78413)
C (0.33081, -3.90599, 4.79340)
O (0.68391, -5.04716, 4.97657)
C (0.14144, -3.43367, 3.36322)
C (0.14105, -4.41175, 2.37348)
C (0.00587, -4.04221, 1.04597)
C (-0.10055, -2.70366, 0.73686)
N (-0.08527, -1.75221, 1.68215)
C (0.02781, -2.11473, 2.97394)
H (0.21855, -3.34124, 6.73156)
H (-0.29853, -2.11072, 5.64260)
H (0.25347, -5.44520, 2.67673)
H (-0.00668, -4.77732, 0.25337)
H (-0.18920, -2.36417, -0.28613)
H (0.04353, -1.29920, 3.68625)

C43H62N6O2P2PdS4 as an isolated structure, computed with ωB97M-V with the def2-TZVPD basis set.

Multiplicity = 5
Orbital gap (alpha / beta) = 7.118 / 6.106 eV
Charge = +2

Atoms and positions in Å:
Pd (0.25491, -0.48248, 0.68308)
O (0.74764, -1.05052, -1.69710)
N (0.31901, -0.51512, -2.68038)
N (-0.61276, 0.49106, -2.35871)
O (-0.90920, 0.71622, -1.18510)
C (-1.23809, 1.16661, -3.44047)
C (-2.28457, 2.03260, -3.13445)
C (-2.90636, 2.70741, -4.16867)
C (-2.48587, 2.51655, -5.47987)
C (-1.43973, 1.64707, -5.76518)
C (-0.80184, 0.95875, -4.74875)
H (-2.60140, 2.15840, -2.10773)
H (-3.72310, 3.38334, -3.95289)
H (-2.97624, 3.04876, -6.28467)
H (-1.11454, 1.50617, -6.78696)
H (0.00998, 0.28178, -4.96492)
C (-0.37527, -4.88406, 3.72485)
N (-0.66650, -3.56303, 3.19390)
C (-0.05333, -2.44293, 3.56994)
S (-0.63470, -0.91437, 2.99754)
N (0.94629, -2.53298, 4.43445)
C (1.69726, -1.39800, 4.95400)
H (-0.99477, -5.60964, 3.20465)
H (0.67113, -5.15281, 3.55917)
H (-0.59668, -4.94554, 4.79269)
H (-1.47733, -3.43308, 2.60884)
H (1.18873, -3.44335, 4.79334)
H (2.09499, -0.80739, 4.13362)
H (2.52025, -1.78302, 5.55057)
H (1.06355, -0.76922, 5.57642)
C (3.29836, 3.19149, 4.86374)
C (4.15308, 2.58008, 3.74307)
C (3.30920, 1.75692, 2.75247)
C (1.89226, 2.33379, 2.68315)
C (1.15940, 2.12613, 4.01782)
C (2.12894, 2.27690, 5.20658)
P (0.97441, 1.79495, 1.19261)
C (1.94514, 2.38745, -0.27571)
C (2.60257, 3.79183, -0.14479)
C (4.00537, 3.83100, -0.74977)
C (4.02161, 3.25399, -2.16236)
C (3.44028, 1.82076, -2.20027)
C (2.93459, 1.36161, -0.83339)
C (-0.57301, 2.79808, 1.07730)
C (-0.44969, 4.25551, 1.56655)
C (-1.83808, 4.89484, 1.75883)
C (-2.85936, 4.29061, 0.80290)
C (-3.07916, 2.80464, 1.12811)
C (-1.81208, 2.14153, 1.69472)
H (2.91272, 4.16872, 4.55798)
H (3.91351, 3.37614, 5.74417)
H (4.92732, 1.93943, 4.16939)
H (4.67452, 3.37390, 3.20351)
H (3.24930, 0.71080, 3.06842)
H (3.79329, 1.75136, 1.77439)
H (1.99372, 3.41222, 2.53138)
H (0.69779, 1.14422, 4.03850)
H (0.34496, 2.85095, 4.10220)
H (2.52329, 1.29607, 5.49320)
H (1.58594, 2.65146, 6.07494)
H (1.14685, 2.46585, -1.02385)
H (2.65803, 4.12267, 0.89191)
H (1.97380, 4.52300, -0.65857)
H (4.70370, 3.28059, -0.11194)
H (4.35942, 4.86289, -0.76048)
H (5.04047, 3.25972, -2.54966)
H (3.44398, 3.90960, -2.81850)
H (4.18861, 1.11458, -2.56598)
H (2.60719, 1.77345, -2.91006)
H (3.77002, 1.20751, -0.14637)
H (2.44901, 0.39151, -0.91990)
H (-0.74190, 2.82080, -0.00384)
H (0.13121, 4.83089, 0.84269)
H (0.09283, 4.30528, 2.51270)
H (-1.76321, 5.97364, 1.62301)
H (-2.17986, 4.73878, 2.78575)
H (-2.50211, 4.41099, -0.22613)
H (-3.80517, 4.82962, 0.85841)
H (-3.39171, 2.26728, 0.22713)
H (-3.89392, 2.69460, 1.84628)
H (-1.85207, 1.06983, 1.49023)
H (-1.77206, 2.24109, 2.78375)
S (-3.68214, -0.72283, -0.58104)
P (-3.14506, -2.57238, -1.18513)
S (-1.65912, -2.68199, 0.15819)
C (-2.62997, -2.63107, -2.90243)
C (-1.33627, -3.00453, -3.24823)
C (-0.95448, -3.01290, -4.58314)
C (-1.86292, -2.64698, -5.56570)
C (-3.15856, -2.27587, -5.22045)
C (-3.54642, -2.27069, -3.89198)
C (-4.44769, -3.77668, -0.95167)
C (-4.58183, -4.85142, -1.82955)
C (-5.56903, -5.80007, -1.60730)
C (-6.41265, -5.67794, -0.51281)
C (-6.27514, -4.60906, 0.36623)
C (-5.29398, -3.65765, 0.15198)
H (-0.63231, -3.28478, -2.47334)
H (0.05102, -3.30751, -4.85593)
H (-1.56683, -2.65805, -6.60690)
H (-3.86642, -1.99660, -5.99028)
H (-4.55852, -1.98456, -3.62741)
H (-3.92815, -4.94618, -2.68723)
H (-5.68203, -6.62994, -2.29224)
H (-7.18650, -6.41589, -0.34487)
H (-6.94236, -4.51488, 1.21274)
H (-5.19339, -2.81434, 0.82511)
C (4.63053, -2.18765, -0.99083)
N (3.41536, -2.99414, -1.01706)
C (3.15811, -4.02002, -1.90571)
C (1.94187, -4.52058, -1.60160)
N (1.48964, -3.80203, -0.51819)
C (2.38567, -2.86472, -0.16206)
S (2.27910, -1.75639, 1.14438)
H (4.36287, -1.13870, -0.91133)
H (5.17437, -2.36214, -1.91448)
H (5.24879, -2.46814, -0.14143)
H (3.86703, -4.30479, -2.66340)
H (1.37425, -5.31664, -2.05084)
H (0.57839, -3.86801, -0.09145)